A 4-piece molecular cluster, C8H16Cl8 overall in a non-equilibrium geometry. Source: OMol25; level of theory: the ωB97M-V functional and the def2-TZVPD basis.

Output
Kohn-Sham gap   11.0155 eV
SMILES string   ClCCCl.ClCCCl.ClCCCl.ClCCCl
Highest occupied orbital energy   -0.396 Ha

Structure (ORCA input):
```
! RIJCOSX wB97M-V def2-TZVPD def2/J DEFGRID3
* xyz 0 1
Cl 2.80297 2.04059 -3.49878
C 1.41421 2.92063 -4.14276
C 1.78675 4.20274 -4.92523
Cl 0.24339 5.13821 -5.21736
H 0.80470 3.16742 -3.27344
H 0.73998 2.27978 -4.71091
H 2.21286 4.03177 -5.91382
H 2.39223 4.80154 -4.24483
Cl 2.32806 -4.13249 8.17503
C 2.85584 -2.46230 7.79701
C 3.67868 -2.58528 6.48299
Cl 4.23357 -0.96583 5.90533
H 3.37382 -2.00007 8.63733
H 1.94441 -1.89302 7.61450
H 3.06730 -3.03615 5.70130
H 4.55592 -3.20328 6.67436
Cl -1.33540 -2.86674 -4.90523
C -2.91238 -2.03989 -4.63150
C -3.51010 -1.40844 -5.97422
Cl -5.05664 -0.63248 -5.60720
H -2.65860 -1.28650 -3.88578
H -3.66250 -2.70746 -4.20752
H -3.71320 -2.16992 -6.72721
H -2.82793 -0.67343 -6.40141
Cl -3.20881 -0.09144 1.54903
C -2.02768 1.07024 2.08841
C -0.96520 0.43718 3.12880
Cl -1.76090 -0.00183 4.64367
H -2.54504 1.91224 2.54831
H -1.53276 1.45525 1.19684
H -0.20494 1.18081 3.36780
H -0.51259 -0.48185 2.75647
*
```

Here are the Mulliken charges for atoms 1 to 6, given in e: Cl -0.195; C -0.477; C -0.368; Cl -0.206; H 0.301; H 0.339

---

BrClFNO in the gas phase in a non-equilibrium geometry. Source: OMol25; level of theory: the ωB97M-V functional and the def2-TZVPD basis.

Output
Kohn-Sham gap (alpha / beta)   7.2733 / 6.5399 eV
Highest occupied orbital energy (alpha / beta)   -0.304 / -0.388 Ha

Structure (ORCA input):
```
! RIJCOSX wB97M-V def2-TZVPD def2/J DEFGRID3
* xyz 0 3
N -0.32250 0.12151 0.39379
O -0.21110 -1.04542 -0.14024
F 0.86632 0.96608 -0.08152
Cl -0.65917 -0.70616 -1.80992
Br -0.37563 0.00892 2.25633
*
```

Mulliken charges in e: N 0.279; O -0.095; F -0.198; Cl -0.069; Br 0.082

---

C23H64Br3CrFeO13 as an isolated structure in a non-equilibrium geometry. Source: OMol25; level of theory: the ωB97M-V functional and the def2-TZVPD basis.

Output
Kohn-Sham gap (alpha / beta)   5.2146 / 3.8348 eV
Highest occupied orbital energy (alpha / beta)   -0.465 / -0.488 Ha

Structure (ORCA input):
```
! RIJCOSX wB97M-V def2-TZVPD def2/J DEFGRID3
* xyz 2 10
Fe -3.53683 -2.51559 1.17836
Cr 2.80734 -0.08216 0.25393
Br 0.09441 -0.08560 0.29280
Br 3.52741 -1.13596 2.54538
Br 3.10095 -2.08148 -1.52016
C 2.11130 -1.64011 -6.26573
C 1.53922 -1.59888 -4.83291
O 1.39703 -2.87410 -4.25513
O 2.55177 -0.34920 -6.74050
H 1.46086 -2.19238 -6.94399
H 2.99093 -2.28282 -6.30151
H 0.56213 -1.11673 -4.86328
H 2.14468 -0.98238 -4.16850
H 1.63120 -2.84808 -3.32449
H 2.95730 0.11970 -6.00752
C 0.42623 0.69048 4.79459
C -0.11583 -0.67586 4.47345
O -1.52332 -0.68159 4.62629
O -0.38135 1.78798 4.32783
H 1.44366 0.74832 4.40784
H 0.50730 0.80985 5.87499
H 0.36141 -1.26600 5.25580
H 0.13247 -0.96475 3.45219
H -1.59151 -0.49848 5.56619
H -1.24854 1.68708 4.72708
C -3.66223 -4.61344 3.11657
C -2.64257 -3.65657 3.65469
O -2.76429 -2.40212 2.96782
O -3.81539 -4.42730 1.70348
H -4.60435 -4.54806 3.66086
H -3.31883 -5.64038 3.24134
H -1.65870 -4.04113 3.38597
H -2.62427 -3.54255 4.73857
H -2.63522 -1.73159 3.64259
H -4.22758 -5.24377 1.41179
C 5.16100 1.82944 0.18141
C 4.36246 2.25430 1.42433
O 2.93669 1.97304 1.19317
O 4.94388 0.46297 -0.16925
H 6.24232 1.92853 0.27643
H 4.91829 2.40759 -0.71019
H 4.51456 3.31895 1.60173
H 4.69170 1.61560 2.24395
H 2.45961 2.52503 1.81711
H 5.76319 0.10103 -0.51469
C -0.48309 4.51179 2.21641
C 1.02502 4.41394 2.14845
C 1.69285 5.54771 2.85962
O 1.42289 3.27127 2.86075
H -1.06921 3.64892 1.90016
H -0.80986 5.42737 1.72341
H -0.61811 4.61132 3.29343
H 1.34520 4.33472 1.10954
H 1.61505 6.38583 2.16709
H 2.77601 5.45235 2.93562
H 1.23815 5.80535 3.81616
H 0.66276 2.95333 3.35341
C 3.05676 3.60261 -2.61873
C 2.11316 2.45815 -2.25872
C 1.37305 2.08357 -3.50391
O 2.80332 1.35703 -1.74847
H 3.56590 3.98509 -1.73409
H 2.52755 4.44018 -3.07317
H 3.80282 3.32029 -3.36156
H 1.47422 2.86918 -1.47712
H 0.66728 2.80634 -3.91326
H 0.83505 1.18218 -3.21039
H 2.07961 1.76988 -4.27234
H 3.40913 1.05611 -2.42967
C -3.27851 1.55298 2.13122
C -3.76600 0.68256 1.01517
C -3.58524 1.35943 -0.32551
O -3.03753 -0.50868 1.08630
H -3.76265 1.26600 3.06469
H -3.62897 2.57252 1.97056
H -2.23711 1.45466 2.43766
H -4.85118 0.68617 1.11755
H -4.18360 2.27048 -0.31842
H -4.05911 0.73894 -1.08612
H -2.56514 1.58704 -0.63487
H -2.13108 -0.19271 1.07546
C -0.48327 -3.90147 -1.21204
C -0.82904 -4.05257 0.29524
C 0.44896 -4.34699 1.10399
O -1.47077 -2.86143 0.74527
H -0.22358 -4.84780 -1.68654
H 0.32155 -3.21545 -1.47613
H -1.31826 -3.62553 -1.85606
H -1.54682 -4.86159 0.43079
H 1.08791 -3.46631 1.03885
H 1.02591 -5.16315 0.66910
H 0.24962 -4.48481 2.16671
H -0.86718 -2.13026 0.59471
C -1.76747 -0.24602 -2.95369
C -2.68919 -0.68097 -4.13411
C -2.46274 -2.13165 -4.47075
O -4.01487 -0.36844 -3.81830
H -1.84558 0.78371 -2.60489
H -0.69668 -0.43699 -3.02471
H -2.08776 -0.69089 -2.01157
H -2.33493 -0.15958 -5.02335
H -1.45505 -2.42216 -4.17367
H -2.60799 -2.40337 -5.51630
H -3.08981 -2.74159 -3.82048
H -4.15284 -0.84945 -2.99904
*
```

Here are the Mulliken charges for atoms 1 to 6, given in e: Fe -0.677; Cr 1.186; Br -0.412; Br -0.521; Br -0.505; C -0.657

---

C3H3CsO as an isolated structure. Source: OMol25; level of theory: the ωB97M-V functional and the def2-TZVPD basis.

Output
Kohn-Sham gap (alpha / beta)   8.0454 / 10.2861 eV
Highest occupied orbital energy (alpha / beta)   -0.426 / -0.508 Ha

Structure (ORCA input):
```
! RIJCOSX wB97M-V def2-TZVPD def2/J DEFGRID3
* xyz 1 2
O -3.30229 -0.66718 0.24802
C -3.48840 -0.22643 -0.83352
H -4.39441 -0.40212 -1.46193
C 3.00383 0.60427 -0.35595
C 2.30690 0.06511 0.58195
H 3.87326 1.23058 -0.11124
H 2.93856 0.20631 -1.37877
Cs -0.93745 -0.81055 3.31144
*
```

Here are the Mulliken charges for atoms 1 to 6, given in e: O -0.298; C 0.062; H 0.242; C -0.478; C -0.041; H 0.267

---

C47H51BCeN9O2 as an isolated structure in a non-equilibrium geometry. Source: OMol25; level of theory: the ωB97M-V functional and the def2-TZVPD basis.

Output
Kohn-Sham gap (alpha / beta)   6.5822 / 6.6035 eV
Highest occupied orbital energy (alpha / beta)   -0.273 / -0.274 Ha

Structure (ORCA input):
```
! RIJCOSX wB97M-V def2-TZVPD def2/J DEFGRID3
* xyz 0 2
Ce 1.22839 0.41072 0.56839
C 4.20479 -0.76838 2.55819
O 3.21749 0.25192 2.53769
C 2.63859 0.61632 3.72789
C 2.97549 0.09462 4.96749
C 2.36279 0.56482 6.11749
C 1.40099 1.55632 6.04739
C 1.03999 2.06932 4.82259
C 1.63959 1.61662 3.64579
N 1.25419 2.06762 2.38119
N 0.31969 2.96522 2.43199
C -0.23521 3.48822 1.33099
C 0.22159 3.26962 -0.01771
O 1.13449 2.44372 -0.32391
C -0.41691 4.02792 -1.06531
C -1.49591 4.81082 -0.83431
C -2.04871 4.93072 0.47239
C -3.23041 5.65482 0.69929
C -3.78371 5.73272 1.95289
C -3.16571 5.07452 3.01929
C -2.00601 4.36682 2.82669
C -1.41121 4.28432 1.55649
H 5.00439 -0.52238 3.26139
H 4.60989 -0.80688 1.54499
H 3.76109 -1.73488 2.81159
H 3.70599 -0.69058 5.06129
H 2.63269 0.14352 7.07179
H 0.92909 1.92232 6.94449
H 0.27739 2.82542 4.73299
H -0.00941 3.89782 -2.05951
H -1.98121 5.33802 -1.64761
H -3.70231 6.14432 -0.14101
H -4.68741 6.30122 2.12139
H -3.61451 5.12062 4.00009
H -1.53531 3.85242 3.64929
C -1.22171 -2.76538 -5.63651
C 0.08919 -3.46958 -5.44641
C 0.49729 -4.48058 -6.30051
C 1.70559 -5.13348 -6.11851
C 2.53329 -4.76078 -5.07521
C 2.15039 -3.75008 -4.21131
C 0.92879 -3.10678 -4.38391
N 0.46769 -2.13148 -3.49701
C 1.17519 -1.40808 -2.54551
N 2.36379 -0.94308 -2.96261
C 3.37589 -0.18898 -2.30581
C 3.22179 0.21392 -0.95981
C 4.29279 1.00502 -0.47941
C 5.41869 1.30392 -1.22831
C 5.52489 0.84762 -2.52911
C 4.49759 0.11242 -3.09871
C 4.62239 -0.28748 -4.54751
N 0.63339 -1.14278 -1.39331
C -0.49901 -1.89028 -0.98811
C -1.78001 -1.40208 -1.24841
C -2.90041 -2.06398 -0.78061
C -2.75001 -3.23428 -0.05631
C -1.48211 -3.74328 0.17139
C -0.34081 -3.10168 -0.29241
C 1.01499 -3.70908 -0.06391
H -1.70231 -3.08908 -6.55531
H -1.07011 -1.68728 -5.68661
H -1.90061 -2.97268 -4.80681
H -0.14761 -4.76758 -7.11781
H 1.99089 -5.93568 -6.78271
H 3.47249 -5.27058 -4.91971
H 2.78419 -3.47448 -3.38211
H -0.52071 -2.19528 -3.29221
H 2.57009 -1.14578 -3.93131
H 4.23349 1.42512 0.52869
H 6.20719 1.91202 -0.80581
H 6.40289 1.08482 -3.11601
H 5.58619 0.03962 -4.93311
H 3.85199 0.18622 -5.15881
H 4.56129 -1.36748 -4.68771
H -1.87311 -0.48378 -1.81201
H -3.88511 -1.67028 -0.99431
H -3.61671 -3.76188 0.31609
H -1.38031 -4.66168 0.73089
H 1.06999 -4.14218 0.93419
H 1.80009 -2.95378 -0.15381
H 1.19629 -4.50068 -0.79561
B 0.22539 -2.96428 4.06819
C 0.63219 -2.07598 2.88329
N 0.95909 -1.38108 2.00699
H -0.06631 -2.21318 4.96729
H 1.17949 -3.64128 4.34289
H -0.70781 -3.64028 3.72649
C -4.52961 2.45992 -0.45401
C -3.43101 1.92502 -1.36081
N -2.32631 1.45792 -0.55801
C -2.44381 1.02552 0.73469
N -1.34651 0.75192 1.37779
C -1.55861 0.45912 2.79659
C -2.70811 -0.52598 2.96259
C -3.97251 0.13342 2.43619
N -3.69591 0.92822 1.25319
C -4.87801 1.37052 0.54679
H -5.41061 2.72622 -1.03481
H -4.17191 3.34002 0.08079
H -3.07111 2.70352 -2.03831
H -3.83431 1.09602 -1.96271
H -1.39831 1.76102 -0.81551
H -1.81021 1.39202 3.31989
H -0.64701 0.04402 3.22989
H -2.83591 -0.79428 4.00839
H -2.47571 -1.43258 2.40159
H -4.41211 0.79912 3.19229
H -4.72241 -0.62818 2.18319
H -5.58731 1.74422 1.29549
H -5.35901 0.52212 0.03509
*
```

Here are the Mulliken charges for atoms 1 to 6, given in e: Ce 0.808; C -1.145; O 0.176; C 0.796; C -0.987; C -0.693

---

An isolated ion of composition C3H9N4 and charge +1 in a non-equilibrium geometry. Source: OMol25; level of theory: the ωB97M-V functional and the def2-TZVPD basis.

Output
Kohn-Sham gap   7.7409 eV
SMILES string   [H]/N=N/CC/[NH+]=N\C
Highest occupied orbital energy   -0.487 Ha

Structure (ORCA input):
```
! RIJCOSX wB97M-V def2-TZVPD def2/J DEFGRID3
* xyz 1 1
H -3.67301 -0.62188 0.40084
N -3.25111 0.20509 -0.02214
N -2.08199 -0.01405 -0.29920
C -1.24727 0.67323 -1.24815
C 0.16882 0.69958 -0.60777
N 0.34578 -0.52309 0.25715
N 1.23914 -1.15651 0.85086
C 2.50298 -0.62846 1.21940
H -1.61427 1.60090 -1.56576
H -1.20294 0.00248 -2.14468
H 1.05963 0.78024 -1.38232
H -0.06202 1.60379 0.00466
H -0.66716 -0.98400 0.26539
H 3.08887 -1.56862 1.57686
H 3.06712 -0.04551 0.56881
H 2.32743 -0.02317 2.12605
*
```

Here are the Mulliken charges for atoms 1 to 6, given in e: H 0.275; N -0.795; N 0.281; C -0.622; C -0.313; N 0.614

---

| no. | DFT total energy (eV) |
| --- | --- |
| 1 | -108735.2494 |
| 2 | -88810.8882 |
| 3 | -324425.1074 |
| 4 | -5743.6591 |
| 5 | -80680.9882 |
| 6 | -9205.9103 |